C24H36BN14Sn | the ωB97M-V functional and the def2-TZVPD basis

## Properties
- net charge = +4
- energy above the lowest of the compared OMol25 structures with the same formula, charge and spin (kJ/mol) = 0.00
- spin multiplicity = 2
- HOMO level (alpha / beta) (eV) = -17.01 / -17.01
- HOMO-LUMO gap (alpha / beta) (eV) = 4.5639 / 6.2614

Each line ends with the Löwdin charge.
Geometry (Å):
Sn: 15.600367 -4.538371 13.072593  1.345
C: 19.592796 -3.255347 14.532727  0.002
C: 18.540906 -4.139526 14.408831  -0.077
N: 17.600829 -3.665627 13.532563  -0.125
N: 18.053252 -2.308375 13.200561  0.051
C: 19.198189 -2.122127 13.880920  -0.038
B: 17.143505 -1.185235 12.823824  -0.513
N: 16.314202 -1.694467 11.488007  0.027
C: 16.212596 -1.168964 10.269987  -0.042
C: 15.818681 -2.231231 9.355855  0.025
C: 15.798112 -3.449278 10.164536  -0.113
N: 15.977531 -3.076602 11.411242  -0.198
N: 16.106824 -1.149787 14.201190  0.031
C: 15.953194 -0.428149 15.234025  -0.076
C: 15.031095 -1.158175 16.123721  -0.001
C: 14.740811 -2.365393 15.441394  -0.192
N: 15.355072 -2.392654 14.311046  -0.088
N: 17.904116 0.108641 12.492576  0.087
C: 18.245086 1.228709 13.061246  0.053
C: 19.425428 1.823485 12.377597  0.203
C: 19.730274 0.791841 11.359050  -0.025
N: 18.889217 -0.139666 11.480032  0.149
H: 20.466179 -3.285589 15.146613  0.125
H: 18.503740 -5.132305 14.762991  0.118
H: 19.709124 -1.209112 13.673700  0.126
H: 16.472093 -0.118789 10.099081  0.138
H: 15.652133 -1.903900 8.328668  0.110
H: 15.565204 -4.549290 10.094342  0.123
H: 16.505517 0.460885 15.498144  0.126
H: 14.792556 -0.748134 17.129606  0.115
H: 14.022467 -3.095186 15.756356  0.112
H: 17.710898 1.732753 13.878799  0.158
H: 19.865613 2.730200 12.769559  0.138
H: 20.609014 0.865089 10.819596  0.127
C: 7.741038 -12.500007 17.928694  0.058
N: 8.337271 -11.108435 18.046187  -0.078
C: 9.613405 -10.804257 18.605529  -0.102
C: 9.773715 -9.311692 18.457265  -0.065
N: 8.468625 -8.902334 17.966579  -0.057
C: 8.032271 -7.529471 17.805645  -0.012
C: 7.655160 -9.961711 17.781835  -0.285
N: 6.454356 -9.905359 17.208312  0.228
C: 5.387384 -9.140089 17.744566  -0.185
C: 4.472948 -8.563967 16.638554  -0.164
N: 4.972914 -7.304102 16.118021  0.220
C: 4.434957 -6.743148 14.931524  -0.294
N: 3.325537 -6.048198 14.844136  -0.044
C: 2.256718 -6.005073 15.893665  0.063
C: 3.101354 -5.679991 13.444980  -0.059
C: 4.424553 -5.970633 12.771841  -0.047
N: 5.089860 -6.891671 13.760214  -0.064
C: 6.510953 -7.219994 13.648960  -0.008
H: 7.586793 -12.903878 18.983399  0.134
H: 8.517547 -12.962386 17.365979  0.083
H: 6.861334 -12.362307 17.253585  0.104
H: 10.408849 -11.432697 18.080219  0.166
H: 9.567263 -11.289085 19.569006  0.137
H: 10.577827 -8.936135 17.798449  0.146
H: 9.863823 -8.810519 19.405876  0.134
H: 8.764341 -6.836880 17.467694  0.089
H: 7.640853 -7.031695 18.682997  0.101
H: 7.181880 -7.469570 17.102445  0.063
H: 5.516677 -8.427117 18.582398  0.147
H: 4.783923 -9.904704 18.240241  0.157
H: 3.503351 -8.495071 17.098617  0.124
H: 4.229836 -9.322587 15.848584  0.162
H: 1.480945 -6.582453 15.513190  0.085
H: 2.003100 -4.946898 15.984666  0.116
H: 2.621109 -6.367578 16.848045  0.090
H: 2.877372 -4.638865 13.377179  0.135
H: 2.256422 -6.297130 13.110312  0.154
H: 5.134622 -5.172287 12.596181  0.135
H: 4.288099 -6.530439 11.841270  0.143
H: 6.722792 -7.224328 12.580192  0.103
H: 6.871570 -8.152723 14.108240  0.097
H: 7.033799 -6.382845 14.085774  0.091

Atoms 1-3, force components in eV/Å:
Sn 0.923 2.631 0.183
C -0.003 0.867 1.034
C -0.637 1.084 -2.357